(1)
C13H36CrO19P | the ωB97M-V functional and the def2-TZVPD basis

Results
relative energy (zero: lowest compared OMol25 entry of this formula, charge and spin)	0.00	kJ/mol
Kohn-Sham gap (spin up / spin down)	4.749 / 6.427	eV
electronic energy	-90673.97677	eV

```
! RIJCOSX wB97M-V def2-TZVPD def2/J DEFGRID3
* xyz -2 4
Cr 0.2659 1.5837 1.2266
P -0.4247 3.4191 2.6445
O -0.7336 3.3489 1.1155
O -0.8686 1.9266 2.8324
O -1.0124 4.4580 3.5724
O 1.0598 3.0481 2.4201
C -0.6804 0.0877 -0.4522
O 0.5715 -0.0602 -0.1415
O -1.2566 0.0082 0.7217
O -0.6791 1.3484 -0.7559
C 3.2933 1.2261 0.6668
C 3.1691 0.7729 2.1078
O 1.7816 0.5024 2.3707
O 2.2370 2.0872 0.2280
H 3.5392 0.4059 -0.0150
H 4.2530 1.7483 0.5474
H 3.5137 1.5403 2.8052
H 3.7562 -0.1206 2.3334
H 1.7541 -0.1589 3.0672
H 2.6136 2.7060 -0.3999
C 3.1383 -0.4008 -4.6558
C 2.7229 -0.2811 -3.1821
O 1.9054 0.8406 -2.9608
O 2.8844 -1.7342 -5.1467
H 4.2032 -0.2000 -4.7270
H 2.4518 0.2315 -5.2203
H 3.5613 -0.2154 -2.4754
H 2.1544 -1.1512 -2.8307
H 1.3640 0.7269 -2.1649
H 1.9818 -1.9492 -4.8944
C -1.7784 -3.0006 3.0516
C -1.4670 -3.7167 4.3708
O -0.3431 -4.5879 4.1593
O -0.9178 -1.9066 2.9252
H -2.8561 -2.7974 3.1134
H -1.6268 -3.6763 2.2013
H -2.3703 -4.2711 4.6410
H -1.1758 -3.0010 5.1393
H 0.1972 -4.6198 4.9512
H -1.1077 -1.5051 2.0507
C -5.1267 -1.1212 0.0596
C -4.7017 0.2005 0.6576
O -3.8403 0.9723 -0.1252
O -6.1813 -0.9644 -0.9237
H -5.5573 -1.7530 0.8360
H -4.2849 -1.5236 -0.5100
H -4.2162 0.0558 1.6336
H -5.5992 0.7395 0.9930
H -2.9616 0.7442 0.2410
H -5.7994 -0.3155 -1.5290
C 2.5585 -3.2024 2.0669
C 1.8195 -2.9826 0.7627
O 2.4120 -2.0177 -0.1061
O 3.8752 -3.6839 1.8781
H 1.9289 -3.8952 2.6235
H 2.7345 -2.2461 2.5704
H 0.7859 -2.6961 0.9663
H 1.7544 -3.9628 0.2774
H 1.7753 -1.2557 -0.0490
H 4.5092 -3.1399 1.4149
C -1.4936 4.2729 -4.7313
C -0.9835 3.7920 -3.3650
O -1.9171 3.0261 -2.6585
O -2.5114 5.2443 -4.6701
H -1.8987 3.3529 -5.1677
H -0.6018 4.6363 -5.2440
H -0.6201 4.6643 -2.8103
H -0.1241 3.1655 -3.6375
H -1.4500 2.4333 -2.0343
H -3.3589 4.7974 -4.6599
*
```

(2)
C27H58NO50S13Si | the ωB97M-V functional and the def2-TZVPD basis

Results
relative energy (zero: lowest compared OMol25 entry of this formula, charge and spin)	148.97	kJ/mol
Kohn-Sham gap	6.844	eV
electronic energy	-281530.30576	eV

```
! RIJCOSX wB97M-V def2-TZVPD def2/J DEFGRID3
* xyz -1 1
C -0.1627 -1.4165 2.1838
Si -0.2897 -0.7263 0.4197
C 0.1333 -2.1118 -0.8036
C 1.1012 0.5809 0.2531
O -1.7237 0.1086 0.0739
C -2.9240 -0.6749 0.2666
C -4.0283 0.3627 0.6349
S -5.7429 -0.2598 0.7067
O -6.5429 0.7422 -0.0387
O -6.2140 -0.1925 2.1038
N -5.9912 -1.6917 -0.0206
S -5.2845 -2.9816 0.7115
O -4.2153 -3.4880 -0.1474
O -6.2523 -4.0565 0.8543
O -4.6121 -2.6830 2.1774
H 0.8154 -1.1373 2.6398
H -0.9490 -1.0441 2.8741
H -0.2253 -2.5288 2.1470
H 1.2370 -2.0747 -0.9524
H -0.3404 -1.9587 -1.8004
H -0.0900 -3.1333 -0.4413
H 2.0606 0.1026 -0.0320
H 0.7240 1.2806 -0.5290
H 1.2149 1.0938 1.2249
H -3.1182 -1.2576 -0.6509
H -2.7780 -1.3296 1.1582
H -4.0000 1.1416 -0.1580
H -3.7655 0.8272 1.6061
H -4.7306 -1.7633 2.4816
C 4.2708 -0.8748 -4.3674
C 2.8437 -0.4192 -4.1485
O 2.5762 -0.6947 -2.7708
S 3.9302 -0.5215 -1.9224
O 3.9370 0.7710 -1.3393
O 4.1403 -1.7044 -1.1628
O 4.9614 -0.5143 -3.1656
H 4.3256 -1.9598 -4.4815
H 4.7285 -0.3957 -5.2311
H 2.1370 -0.9405 -4.7871
H 2.7463 0.6584 -4.3037
C 3.6828 -4.2286 -7.1349
C 3.0636 -4.4342 -8.5019
O 2.1030 -3.3820 -8.6291
S 2.6295 -2.0817 -7.8381
O 3.2479 -1.2094 -8.7743
O 1.6132 -1.6565 -6.9473
O 3.7896 -2.8085 -6.9873
H 3.0318 -4.6060 -6.3432
H 4.6620 -4.6948 -7.0501
H 2.5843 -5.4053 -8.5999
H 3.8053 -4.3134 -9.2956
C -1.9339 4.3210 -0.0433
C -1.9348 5.3740 1.0413
O -1.1532 4.8060 2.0999
S -0.0097 3.8635 1.4614
O 1.1997 4.6080 1.3931
O -0.0964 2.5945 2.0855
O -0.6195 3.7582 -0.0204
H -2.6486 3.5251 0.1780
H -2.1517 4.7407 -1.0238
H -2.9381 5.6117 1.3861
H -1.4382 6.2892 0.7061
C 5.0913 2.4553 -10.2494
C 3.6657 2.9161 -10.0270
O 3.4060 2.6423 -8.6494
S 4.7664 2.8132 -7.8060
O 4.7741 4.1077 -7.2262
O 4.9774 1.6309 -7.0504
O 5.7886 2.8145 -9.0531
H 5.1434 1.3698 -10.3619
H 5.5496 2.9310 -11.1140
H 2.9551 2.3931 -10.6627
H 3.5680 3.9936 -10.1829
C 0.9183 7.9393 -3.5230
C 0.3324 7.5076 -2.1941
O -1.0860 7.5674 -2.3859
S -1.4309 7.2071 -3.9197
O -1.7906 5.8367 -3.9873
O -2.2448 8.2398 -4.4512
O 0.0597 7.3639 -4.5124
H 0.8886 9.0258 -3.6359
H 1.9397 7.5897 -3.6564
H 0.6367 8.1542 -1.3744
H 0.5999 6.4742 -1.9592
C 1.6998 3.5545 5.2577
C 0.2639 3.9806 5.4521
O -0.0201 3.6985 6.8302
S 1.3233 3.8976 7.6946
O 1.2979 5.1920 8.2826
O 1.5413 2.7213 8.4596
O 2.3695 3.9240 6.4715
H 1.7759 2.4712 5.1429
H 2.1628 4.0371 4.4044
H -0.4216 3.4450 4.7993
H 0.1464 5.0563 5.2972
C 6.8951 5.8942 4.2513
C 6.3059 5.4698 5.5812
O 4.8922 5.5339 5.3898
S 4.5443 5.1697 3.8598
O 4.1801 3.7948 3.7967
O 3.7351 6.2036 3.3268
O 6.0365 5.3192 3.2649
H 6.8696 6.9805 4.1349
H 7.9156 5.5406 4.1195
H 6.6119 6.1185 6.3987
H 6.5691 4.4362 5.8200
C 5.0326 -5.3212 0.5496
C 4.4421 -5.7157 1.8891
O 3.0301 -5.6115 1.7104
S 2.6560 -5.9793 0.1853
O 2.2488 -7.3385 0.1362
O 1.8793 -4.9251 -0.3479
O 4.1489 -5.8803 -0.4247
H 5.0381 -4.2357 0.4225
H 6.0413 -5.7065 0.4133
H 4.7746 -5.0684 2.6973
H 4.6772 -6.7549 2.1356
C -6.2169 -7.1563 4.9061
C -5.6280 -6.1341 5.8619
O -4.5420 -5.5482 5.1511
S -4.8956 -5.5146 3.5665
O -5.3898 -4.2250 3.2436
O -3.8310 -6.1249 2.8603
O -6.1449 -6.5516 3.6191
H -5.6176 -8.0700 4.8892
H -7.2491 -7.4039 5.1506
H -5.2787 -6.5853 6.7891
H -6.3497 -5.3445 6.0906
C -1.0563 -10.3105 4.3354
C -1.6482 -10.7128 2.9980
O -2.6055 -9.6985 2.6992
S -2.0974 -8.2877 3.3083
O -1.4563 -7.5609 2.2790
O -3.1356 -7.7445 4.1013
O -0.9497 -8.8902 4.2848
H -1.7252 -10.5743 5.1594
H -0.0788 -10.7582 4.5056
H -2.1248 -11.6904 3.0308
H -0.8887 -10.7047 2.2115
C -8.2447 3.4772 1.6212
C -8.2360 4.3771 0.4058
O -7.7769 5.6477 0.8950
S -6.7406 5.4003 2.1023
O -5.4188 5.4724 1.5834
O -7.1618 6.1694 3.2190
O -7.0843 3.8563 2.3712
H -9.1246 3.6572 2.2437
H -8.1967 2.4225 1.3511
H -9.2187 4.4720 -0.0497
H -7.5223 4.0239 -0.3418
*
```

(3)
C21H34N9O3SV | the ωB97M-V functional and the def2-TZVPD basis

Results
relative energy (zero: lowest compared OMol25 entry of this formula, charge and spin)	51.42	kJ/mol
Kohn-Sham gap (spin up / spin down)	6.771 / 6.068	eV
electronic energy	-78401.52231	eV

```
! RIJCOSX wB97M-V def2-TZVPD def2/J DEFGRID3
* xyz 1 2
V 0.2380 0.1235 0.1680
C 2.0652 2.3183 -0.9626
C 3.4135 1.5633 -0.9349
N 3.3444 0.1880 -0.4926
C 3.8134 -0.1572 0.8380
C 2.7363 -0.8693 1.6650
N 1.4930 -0.1078 1.7828
C 1.6168 1.1747 2.4767
C 1.8710 2.3303 1.4971
N 1.2303 2.0312 0.2049
H 1.4899 2.0060 -1.8442
H 2.2796 3.3957 -1.0513
H 4.1451 2.0987 -0.3222
H 3.8034 1.5796 -1.9612
H 2.4037 -0.1824 -0.6352
H 4.1823 0.7232 1.3731
H 4.6717 -0.8431 0.7441
H 3.1521 -1.1003 2.6575
H 2.4933 -1.8185 1.1681
H 0.8476 -0.6541 2.3734
H 2.3978 1.1391 3.2451
H 0.6556 1.3608 2.9585
H 2.9386 2.4880 1.3465
H 1.4690 3.2509 1.9362
H 0.3969 2.6131 0.1308
N -2.9064 -1.2457 3.2664
C -2.5787 -0.6526 4.4542
C -1.2280 -0.4548 4.4163
N -0.7291 -0.9095 3.2443
C -1.7512 -1.3778 2.5539
C -1.6412 -1.9683 1.2487
N -0.7208 -1.6583 0.3432
C -0.9110 -2.5029 -0.7057
C -1.9596 -3.3338 -0.4487
N -2.4230 -2.9855 0.7875
H -3.8387 -1.4862 2.9708
H -3.3125 -0.4374 5.2029
H -0.5808 -0.0207 5.1497
H -0.2831 -2.4263 -1.5723
H -2.4049 -4.1200 -1.0236
H -3.1731 -3.4410 1.2796
O 1.2257 -0.9594 -1.9564
S 2.0970 -0.8545 -3.1571
C 3.2860 -2.2513 -2.9815
C 2.4916 -3.4835 -3.3683
C 1.7973 -3.1355 -4.6814
C 1.1777 -1.7551 -4.4941
H 3.6466 -2.2581 -1.9555
H 4.1114 -2.0662 -3.6662
H 1.7417 -3.6871 -2.6002
H 3.1283 -4.3624 -3.4615
H 1.0392 -3.8763 -4.9371
H 2.5301 -3.1126 -5.4902
H 0.1421 -1.7904 -4.1637
H 1.2452 -1.1458 -5.3901
C -3.9714 2.5111 2.9378
N -3.3625 1.8503 1.8064
C -4.0520 1.5472 0.6835
C -3.4353 1.0723 -0.4226
C -2.0158 0.8729 -0.3570
O -1.2827 0.4960 -1.2901
N -1.3817 1.0899 0.8158
C -1.9684 1.6540 1.8801
O -1.3704 2.0049 2.8841
H -5.0535 2.5107 2.8417
H -3.6163 3.5411 2.9965
H -3.6673 2.0000 3.8506
H -5.1181 1.7258 0.7098
H -3.9785 0.8404 -1.3199
*
```

(4)
C6H14N2O2S | the ωB97M-V functional and the def2-TZVPD basis

Results
relative energy (zero: lowest compared OMol25 entry of this formula, charge and spin)	681.73	kJ/mol
Kohn-Sham gap	8.366	eV
electronic energy	-24352.36057	eV

```
! RIJCOSX wB97M-V def2-TZVPD def2/J DEFGRID3
* xyz 0 1
C 0.5676 -0.5319 -1.0751
C -0.2861 -1.8946 -1.5808
C -0.6931 -2.9902 -0.5749
C -1.7928 -2.6578 0.3720
C -1.9854 -1.2110 0.5246
C -0.7293 -0.5293 0.9647
H 1.8026 1.3574 1.8666
H 3.1037 2.6375 0.6438
H 1.3068 -1.3985 -0.8379
H 1.1900 0.0117 -1.8254
H 0.6117 -2.3861 -2.2382
H -1.1904 -1.6972 -2.3439
H 0.3108 -3.3999 -0.1529
H -1.1442 -3.8983 -1.2881
H -1.5765 -3.3451 1.1972
H -2.6522 -3.2233 -0.1179
H -2.5201 -1.2404 1.3914
H -2.4755 -0.8191 -0.4304
H -0.9657 0.1819 1.8976
H -0.1178 -1.3098 1.6052
N 2.2219 1.4190 0.7735
N -0.0444 0.2342 -0.1046
O 0.0016 2.3046 1.3946
O 0.9120 2.2843 -1.1992
S 0.7050 1.8210 0.1627
*
```

(5)
C40H106N8O20 | the ωB97M-V functional and the def2-TZVPD basis

Results
Kohn-Sham gap	8.824	eV
electronic energy	-96036.30519	eV

```
! RIJCOSX wB97M-V def2-TZVPD def2/J DEFGRID3
* xyz 4 1
C 2.8439 -4.8147 -2.3049
N 3.5602 -4.1062 -3.4110
C 2.5856 -3.3344 -4.2527
C 4.3975 -3.1142 -2.7341
C 4.2542 -5.0618 -4.3254
C 5.2275 -6.0658 -3.8194
O 6.5203 -5.3778 -3.6068
H 2.2681 -4.0720 -1.7134
H 3.5682 -5.2749 -1.6465
H 2.1914 -5.5428 -2.7808
H 3.2542 -2.9143 -4.9738
H 2.2155 -2.4985 -3.6229
H 1.7626 -3.8791 -4.7530
H 3.7760 -2.5513 -2.0282
H 4.7545 -2.4294 -3.4796
H 5.2054 -3.5714 -2.2065
H 4.6797 -4.3866 -5.0972
H 3.3867 -5.5532 -4.7331
H 5.3802 -6.7239 -4.6425
H 4.8086 -6.6388 -2.9679
H 6.9733 -6.0464 -3.0595
C 3.0177 5.9479 2.0782
N 2.5688 5.8181 0.6483
C 2.5982 4.4179 0.1532
C 1.1514 6.2781 0.6985
C 3.2597 6.8763 -0.1918
C 4.6754 6.5164 -0.5896
O 5.3823 5.9536 0.5981
H 2.2685 5.6096 2.7350
H 3.2286 6.9467 2.4460
H 3.8278 5.2684 2.3302
H 2.1662 4.4714 -0.8330
H 2.0116 3.7514 0.8140
H 3.5379 3.9704 0.1509
H 0.5708 5.7362 1.3889
H 0.6375 6.1562 -0.2717
H 1.1476 7.3428 0.9084
H 3.2462 7.8137 0.3663
H 2.6111 7.0481 -1.0543
H 5.1213 7.4688 -0.9525
H 4.7333 5.8501 -1.4596
H 6.2770 6.2895 0.6267
C 0.6702 2.6294 -2.7218
N -0.7376 2.1617 -3.0353
C -1.2447 2.9201 -4.1735
C -0.6138 0.6875 -3.4075
C -1.7637 2.3408 -1.9601
C -1.5580 1.4700 -0.7131
O -0.3881 1.8385 -0.0406
H 1.2621 2.4812 -3.6075
H 1.1353 2.0251 -1.9042
H 0.5083 3.6718 -2.5742
H -2.2885 2.6118 -4.3934
H -0.5077 2.6997 -4.9913
H -1.1950 4.0234 -3.9803
H -0.2693 0.0785 -2.6066
H -0.0982 0.8426 -4.3515
H -1.6611 0.4213 -3.5178
H -2.7232 2.1216 -2.4053
H -1.7705 3.4144 -1.7040
H -1.5695 0.3483 -0.8587
H -2.4126 1.7156 0.0050
H 0.2478 1.1454 -0.1917
C 3.6238 8.9236 -5.8647
N 4.8023 7.9840 -5.7306
C 5.3840 8.1336 -4.3834
C 4.3440 6.5463 -5.8711
C 5.8854 8.4704 -6.6959
C 5.5432 8.4988 -8.2036
O 5.8211 7.2745 -8.8009
H 3.0336 8.6081 -6.7723
H 4.0434 9.9035 -6.0678
H 3.0194 8.9436 -4.9478
H 6.4689 7.8745 -4.4306
H 4.8521 7.5505 -3.6292
H 5.3160 9.1682 -4.0264
H 3.5679 6.3843 -5.1776
H 5.1019 5.8311 -5.7765
H 4.0166 6.4082 -6.8318
H 6.8254 7.9195 -6.6469
H 6.0264 9.4371 -6.2506
H 6.2270 9.3552 -8.6492
H 4.5202 8.8912 -8.4000
H 6.7449 7.0143 -8.7538
C -9.0821 1.9044 6.1619
N -9.2627 0.9002 7.2156
C -10.3072 1.3189 8.1725
C -9.6327 -0.4095 6.4620
C -7.9574 0.6171 7.9758
C -7.4432 1.6040 8.9802
O -7.0104 2.7533 8.2302
H -9.0013 2.9295 6.5733
H -9.9285 1.7614 5.4228
H -8.1640 1.6979 5.6824
H -11.2309 1.3739 7.6244
H -10.1117 2.3041 8.6273
H -10.4104 0.5109 8.8989
H -10.5915 -0.2019 5.9197
H -9.7022 -1.2042 7.1640
H -8.8302 -0.7057 5.7862
H -7.2072 0.4070 7.1451
H -8.1109 -0.4027 8.4317
H -6.5999 1.1984 9.4795
H -8.1544 1.8644 9.7183
H -6.5676 3.4831 8.6633
C 1.9140 -8.9152 10.0714
C 3.2518 -8.7368 9.4432
C 3.3702 -7.5434 8.4922
O 4.6294 -7.6730 7.9128
C 5.0109 -6.4166 7.1353
N 4.3523 -8.5012 10.5037
H 5.1329 -8.1544 9.9685
H 4.0669 -7.8522 11.2390
H 4.5804 -9.3738 10.9623
H 1.1407 -8.7735 9.2953
H 1.7765 -8.1175 10.8307
H 1.7384 -9.8920 10.5081
H 3.6430 -9.6045 8.9614
H 3.2850 -6.6367 9.0039
H 2.5972 -7.6911 7.7354
H 6.0529 -6.6220 6.8763
H 4.7658 -5.5283 7.7517
H 4.4112 -6.4939 6.2360
C -1.7794 -3.9508 -5.9199
C -2.3591 -5.3362 -5.6264
C -1.3185 -6.3824 -5.8276
O -1.9234 -7.5328 -5.5452
C -1.2757 -8.7156 -5.9675
N -2.9957 -5.3267 -4.2892
H -3.6220 -6.1188 -4.4194
H -2.2296 -5.5701 -3.5649
H -2.8904 -3.8065 -3.4970
H -1.1492 -3.9155 -6.8273
H -1.0134 -3.7726 -5.1787
H -2.6227 -3.2300 -5.8963
H -3.2109 -5.4784 -6.2837
H -0.4434 -6.2735 -5.1613
H -0.8624 -6.4764 -6.8473
H -0.3019 -8.8981 -5.4637
H -1.0665 -8.7929 -7.0341
H -1.8550 -9.6209 -5.8396
C -5.3303 -3.0961 4.9717
C -4.9214 -1.7064 4.7431
O -5.6415 -0.7560 5.0783
N -3.7897 -1.4564 3.9632
H -3.0462 -2.0748 3.8697
H -4.8495 -1.0279 1.7494
C -3.5325 -0.0338 3.4978
H -5.8549 -3.3585 4.0981
H -5.9975 -3.1569 5.8133
H -4.4428 -3.7429 5.1625
H -3.4573 -0.0434 2.3943
H -2.5395 0.3237 3.7638
H -4.2271 0.6715 3.9236
O -6.7916 -1.8264 -0.3238
C -6.1940 -1.7842 0.9274
O -5.1808 -0.9537 0.8981
O -6.4148 -2.5598 1.7872
H -7.5069 -2.4720 -0.3318
O 1.3636 -2.0125 -1.1108
C 1.6639 -0.6482 -1.5477
O 2.1971 -0.6928 -2.6187
O 1.4239 0.1240 -0.5958
H 1.4703 -2.0144 -0.1516
O -1.3699 -2.2395 -1.2344
C -1.6025 -3.2270 -2.2157
O -0.8263 -4.1808 -2.3744
O -2.7541 -3.0588 -2.8118
H -0.3739 -2.2623 -1.0242
O 0.0375 7.0786 -3.2406
C 1.3460 6.7240 -3.0367
O 2.2264 7.5510 -3.3722
O 1.5370 5.6058 -2.5282
H 0.0427 7.9838 -3.5837
*
```

(6)
C3H5NO2 | the ωB97M-V functional and the def2-TZVPD basis

Results
SMILES	O[C@H]1C=NOC1
relative energy (zero: lowest compared OMol25 entry of this formula, charge and spin)	271.34	kJ/mol
Kohn-Sham gap	10.325	eV
electronic energy	-8774.88250	eV

```
! RIJCOSX wB97M-V def2-TZVPD def2/J DEFGRID3
* xyz 0 1
C 0.7827 0.0247 0.4561
C -0.1882 -1.1470 0.2677
C -0.2020 1.1441 0.2656
H 2.5648 -0.4101 -0.2468
H 1.2109 0.0183 1.4729
H 0.2315 -1.8915 -0.4078
H -0.4859 -1.6460 1.2023
H -0.0261 2.2001 0.4160
N -1.3347 0.7773 -0.1951
O 1.7902 0.1098 -0.5283
O -1.3537 -0.5901 -0.3476
*
```